No. 1
This record from the Open Molecules 2025 dataset describes a molecular structure, C54H44BrCl2N5O5P2SSc. The level of theory is ωB97M-V with the def2-TZVPD basis set.

Summary:
Charge: -1
Multiplicity: 1

The geometry in XYZ format:
```
115
Properties=species:S:1:pos:R:3:forces:R:3:mulliken_charge:R:1
Sc -0.02227 -0.81738 0.15862 -0.376 0.402 -0.183 -1.165
N -3.13104 -2.94561 -2.39250 0.019 0.142 -0.033 -0.360
C -2.12502 -2.44688 -1.59866 -0.060 -0.018 0.098 0.521
S -2.08918 -0.71543 -1.44499 0.040 -0.306 -0.037 -0.711
N -1.35099 -3.36909 -1.09169 0.028 -0.082 -0.010 -1.292
N -0.28053 -2.93520 -0.32949 -0.473 -0.258 -0.140 2.268
C 0.37749 -3.89171 0.20854 0.222 -0.021 0.098 -1.044
C 1.51026 -3.76648 1.11858 -0.031 -0.055 -0.152 0.642
C 2.01503 -4.94847 1.66868 0.004 -0.085 -0.024 -0.602
C 3.03167 -4.95003 2.60333 0.023 0.057 0.022 -1.019
C 3.56695 -3.72621 3.00823 -0.042 -0.040 -0.039 -0.601
C 3.09877 -2.54393 2.47004 0.033 0.030 0.095 -0.717
C 2.06546 -2.52757 1.51718 0.165 0.053 -0.034 0.107
O 1.63811 -1.38499 1.04051 0.516 -0.556 0.333 0.885
H -3.88763 -2.31241 -2.57911 -0.069 -0.027 0.044 0.275
H -3.35506 -3.91731 -2.25486 0.028 -0.015 -0.018 0.265
H 0.03025 -4.90028 -0.00798 0.013 -0.064 -0.017 0.202
H 1.56759 -5.88806 1.35875 0.010 0.026 0.005 0.408
H 3.39478 -5.87939 3.02241 -0.007 0.006 -0.012 0.377
H 4.35325 -3.70041 3.75452 -0.006 0.010 -0.027 0.424
H 3.49986 -1.58753 2.78570 -0.004 -0.015 -0.017 0.380
C 2.99368 1.85565 1.49195 -0.121 0.015 -0.049 -1.641
N 1.66527 2.55206 1.44144 0.075 -0.493 -0.213 1.052
P 0.43668 1.37117 1.89118 0.029 1.208 0.097 -0.697
C 0.90317 1.08234 3.64325 -0.047 -0.205 -0.064 1.051
C 1.71786 1.93642 4.38198 -0.026 0.035 0.073 -0.207
C 1.93403 1.70021 5.73256 -0.013 -0.007 -0.021 -0.777
C 1.33948 0.61143 6.35835 0.013 0.020 -0.020 -0.806
C 0.52339 -0.24005 5.62809 0.003 0.019 0.013 -0.542
C 0.30565 -0.00264 4.27831 0.037 -0.035 0.018 -1.076
C -1.04672 2.40187 2.22382 -0.112 -0.201 0.021 0.908
C -1.03068 3.49203 3.09355 0.000 -0.050 0.058 -0.591
C -2.20210 4.15919 3.40119 -0.011 -0.015 0.009 -0.807
C -3.41039 3.73393 2.85521 0.050 -0.014 -0.004 -0.607
C -3.43831 2.64360 2.00237 -0.003 0.035 -0.010 -0.950
C -2.25878 1.97770 1.68492 0.114 0.040 -0.027 -0.087
P 1.55275 3.07867 -0.26012 -0.088 0.266 0.192 -0.245
C 2.70152 4.52175 -0.15770 0.031 -0.061 -0.053 0.633
C 3.04764 5.19142 1.01345 0.003 0.003 0.011 -0.229
C 3.91588 6.27417 0.97586 -0.005 -0.020 -0.009 -0.850
C 4.45533 6.69643 -0.23290 -0.026 -0.010 0.017 -0.524
C 4.12391 6.03032 -1.40458 -0.011 -0.022 -0.001 -0.558
C 3.25719 4.94588 -1.36465 -0.061 0.015 0.065 -0.653
C -0.03132 4.00898 -0.33539 0.027 -0.081 -0.025 0.448
C -0.92012 3.61759 -1.33511 0.059 -0.058 -0.026 -0.121
C -2.12868 4.28715 -1.50330 0.010 0.003 0.021 -0.795
C -2.45530 5.34469 -0.67020 0.035 -0.033 0.015 -0.506
C -1.57072 5.74068 0.32951 0.046 -0.010 -0.020 -0.762
C -0.36388 5.08154 0.49137 -0.046 0.061 -0.066 -0.112
H 3.17062 1.43937 2.47936 -0.002 0.001 0.025 0.443
H 3.78150 2.57668 1.27969 0.019 0.057 -0.001 0.663
H 3.06470 1.03742 0.76710 -0.046 -0.003 -0.027 0.211
H 2.17741 2.79143 3.90155 -0.020 0.009 0.000 0.150
H 2.56672 2.37275 6.29901 0.004 -0.006 -0.002 0.450
H 1.50901 0.43327 7.41316 0.009 -0.008 -0.010 0.355
H 0.05252 -1.09089 6.10607 0.001 0.015 -0.023 0.506
H -0.34591 -0.64804 3.70599 0.013 -0.047 -0.020 0.278
H -0.09479 3.81678 3.53297 0.009 -0.005 -0.012 0.330
H -2.17854 5.01179 4.06974 0.001 -0.012 0.003 0.418
H -4.32822 4.25486 3.10047 0.006 -0.008 0.007 0.388
H -4.37529 2.29650 1.58521 0.029 -0.004 -0.007 0.506
H -2.29681 1.11329 1.03089 -0.049 -0.009 0.028 0.361
H 2.63850 4.85071 1.95859 -0.005 -0.006 -0.024 0.191
H 4.17524 6.78918 1.89355 0.000 -0.014 -0.012 0.410
H 5.13702 7.53793 -0.25858 -0.009 -0.011 -0.004 0.362
H 4.55200 6.34750 -2.34789 -0.027 -0.004 0.007 0.404
H 2.99637 4.41574 -2.27548 0.060 0.024 0.003 0.428
H -0.65477 2.78777 -1.98361 -0.012 -0.042 -0.016 0.530
H -2.81276 3.97267 -2.28239 0.019 -0.007 0.020 0.466
H -3.40021 5.86251 -0.78977 0.024 -0.017 -0.006 0.362
H -1.82723 6.56330 0.98713 -0.004 -0.023 -0.012 0.385
H 0.31683 5.39813 1.27272 0.013 -0.019 -0.024 0.364
Br -1.27304 -7.01473 5.35203 -0.009 0.014 0.002 -0.245
C -1.57692 -5.41008 4.37346 0.012 -0.004 0.009 -0.052
C -2.86466 -5.10463 3.96093 -0.013 0.060 -0.029 -0.526
C -3.07550 -3.94030 3.23802 -0.044 -0.077 0.058 -0.941
C -2.01660 -3.09504 2.92784 0.104 -0.037 -0.050 0.175
C -0.73696 -3.42487 3.35668 -0.064 0.000 0.040 0.707
C -0.50563 -4.58468 4.08657 -0.026 0.040 0.013 -1.077
C -2.29326 -1.85107 2.10760 0.096 0.098 -0.070 -0.246
O -3.44406 -1.53827 1.87348 -0.070 0.112 0.008 -0.758
O -1.23632 -1.19615 1.72116 -0.527 -0.228 0.561 2.166
H -3.68551 -5.76610 4.20176 0.005 -0.008 -0.014 0.428
H -4.06589 -3.66843 2.89722 0.015 0.003 -0.003 0.504
H 0.09185 -2.78038 3.10513 -0.011 0.027 0.043 0.525
H 0.49420 -4.84181 4.41048 -0.018 0.010 -0.024 0.531
Cl 0.21019 -2.63795 -7.67602 0.004 -0.015 0.049 -0.214
C -1.25136 -1.74193 -7.40071 -0.016 0.023 -0.035 0.918
C -2.18274 -1.70500 -8.42550 -0.024 -0.027 -0.027 -0.575
C -3.30765 -0.90622 -8.31823 0.016 -0.020 -0.018 -0.447
C -3.48280 -0.13042 -7.18336 -0.027 -0.008 -0.032 -0.640
C -2.56430 -0.19875 -6.15427 -0.004 -0.039 0.061 0.493
Cl -2.82646 0.76471 -4.73694 -0.011 -0.008 -0.048 -0.105
C -1.43101 -1.03312 -6.20337 -0.058 -0.021 0.073 -0.533
N -0.53595 -1.07264 -5.15341 0.102 -0.067 -0.026 0.482
C -0.04770 -2.25581 -4.54543 -0.187 0.104 0.017 0.314
C -0.68312 -3.48281 -4.69265 -0.009 -0.016 -0.012 -0.045
C -0.19092 -4.60528 -4.04706 0.038 0.017 -0.008 -0.952
C 0.91049 -4.50241 -3.21035 -0.018 -0.008 -0.070 -0.544
C 1.52573 -3.27141 -3.04491 0.060 -0.055 -0.072 -0.507
C 1.08111 -2.14689 -3.72726 0.060 -0.005 -0.011 0.550
C 1.78072 -0.82256 -3.59225 0.118 0.002 0.121 -1.703
C 0.99581 0.12677 -2.69349 -0.182 -0.054 -0.087 0.506
O 0.43943 1.09937 -3.18684 -0.073 0.129 0.137 -0.748
O 0.93840 -0.22750 -1.45806 0.596 0.541 -0.323 -0.050
H -2.00304 -2.29465 -9.31458 0.022 0.022 0.015 0.407
H -4.03422 -0.87833 -9.11957 0.015 0.014 0.015 0.355
H -4.34278 0.51697 -7.07696 0.026 0.002 0.011 0.412
H -0.58689 -0.28037 -4.52056 0.011 0.054 -0.037 -0.354
H -1.58439 -3.54971 -5.28964 0.034 -0.003 -0.032 0.552
H -0.68439 -5.56000 -4.18440 -0.026 0.028 0.044 0.350
H 1.27893 -5.37219 -2.68064 -0.001 0.012 0.010 0.427
H 2.37331 -3.17419 -2.37481 0.003 0.007 -0.032 0.353
H 1.87696 -0.33611 -4.56121 0.058 -0.059 -0.077 0.448
H 2.76882 -0.97552 -3.15559 -0.010 -0.007 0.007 0.505
```
Forces are in eV/Å.

No. 2
This record from the Open Molecules 2025 dataset describes a molecular structure, C54H44BrCoF5N3O2P2S3. The level of theory is ωB97M-V with the def2-TZVPD basis set.

Summary:
Charge: +1
Multiplicity: 4
Expectation value of S²: 3.76

The geometry in XYZ format:
```
115
Properties=species:S:1:pos:R:3:forces:R:3:mulliken_charge:R:1
Co 1.16763 -1.10868 0.49947 -0.184 0.068 -0.421 1.845
S 0.34400 1.07356 2.02535 -0.069 0.005 0.078 -0.340
C -1.26831 0.94305 2.43729 0.037 0.060 0.053 -0.275
N -1.81800 1.60054 3.45248 -0.089 0.032 -0.004 0.240
C -3.26004 1.51207 3.70422 0.131 -0.020 0.043 -0.770
C -3.98061 1.50293 2.39082 0.068 -0.075 -0.136 -0.808
N -3.48841 0.38133 1.59297 0.038 0.115 0.109 0.460
C -4.50954 -0.38691 0.86303 0.109 -0.058 0.176 -1.607
C -5.30776 -1.28922 1.77931 -0.023 0.028 0.015 0.684
C -4.69754 -2.34675 2.45767 -0.019 0.006 -0.010 0.022
C -5.44426 -3.16333 3.29416 0.001 0.019 -0.017 -0.719
C -6.80712 -2.93816 3.46008 0.028 0.047 0.000 -0.499
C -7.42040 -1.89461 2.78369 0.004 0.004 -0.012 -0.625
C -6.67084 -1.07197 1.94925 -0.016 0.007 -0.011 -0.322
C -2.19058 0.04882 1.62029 -0.099 -0.173 -0.117 -0.020
S -1.54298 -1.24690 0.81871 -0.351 0.308 0.156 -0.317
C -1.07038 2.49077 4.35451 -0.112 0.059 -0.113 -1.644
C -1.36752 3.94547 4.06490 -0.068 -0.057 -0.029 0.589
C -1.01710 4.50436 2.83513 -0.007 0.029 -0.030 0.018
C -1.30002 5.83684 2.57089 0.009 -0.049 0.010 -0.586
C -1.93578 6.62310 3.52708 0.022 -0.019 -0.020 -0.504
C -2.29890 6.06778 4.74445 0.000 -0.012 0.012 -0.607
C -2.01697 4.73157 5.00958 0.012 0.024 0.023 -0.339
H -3.55718 2.37915 4.28855 0.039 0.060 0.034 0.511
H -3.48843 0.60693 4.27017 0.028 -0.045 0.066 0.322
H -3.81751 2.44902 1.86712 -0.043 0.023 -0.062 0.281
H -5.04680 1.36710 2.55332 -0.060 -0.040 -0.015 0.517
H -4.00701 -0.95812 0.09036 0.085 -0.047 -0.090 0.474
H -5.17673 0.33275 0.38756 0.014 0.039 -0.033 0.515
H -3.63980 -2.54193 2.31709 -0.025 0.035 -0.009 0.327
H -4.96390 -3.98759 3.80885 -0.020 0.047 -0.018 0.463
H -7.38723 -3.57524 4.11639 0.023 0.008 -0.049 0.395
H -8.48402 -1.72168 2.89780 0.061 0.003 0.009 0.390
H -7.15834 -0.26092 1.41329 0.049 -0.071 0.052 0.370
H -0.01665 2.27241 4.23330 0.122 -0.050 -0.011 0.502
H -1.36496 2.24454 5.37547 -0.029 -0.037 0.005 0.460
H -0.51336 3.89722 2.08732 -0.039 0.041 0.069 0.395
H -1.01514 6.26328 1.61558 -0.008 -0.009 0.060 0.440
H -2.14000 7.66792 3.32445 -0.013 -0.069 -0.001 0.397
H -2.80285 6.67152 5.49027 0.047 -0.037 -0.041 0.387
H -2.29711 4.30199 5.96754 0.024 0.027 -0.069 0.381
F -2.21565 -6.32212 3.46317 -0.066 -0.084 0.092 -0.369
C -1.59422 -5.59431 2.53887 -0.072 -0.060 0.094 0.757
C -0.80191 -4.53088 2.90733 0.036 0.052 0.054 -0.154
F -0.65378 -4.22590 4.19778 0.029 0.046 0.082 -0.342
C -0.17571 -3.78024 1.93497 -0.028 -0.105 -0.174 -0.502
F 0.57605 -2.75015 2.36926 0.389 0.193 0.065 -0.392
C -0.30300 -4.02999 0.57133 0.008 0.033 0.086 0.522
S 0.43142 -3.05924 -0.68382 0.291 -0.019 0.072 0.003
C -1.11002 -5.11842 0.24540 0.034 0.057 -0.053 0.010
F -1.30205 -5.43236 -1.03642 -0.027 -0.043 -0.095 -0.339
C -1.74363 -5.88817 1.19894 -0.083 -0.081 -0.131 0.256
F -2.51665 -6.90919 0.83583 -0.039 -0.073 -0.045 -0.312
O 2.95585 -0.99293 -0.90109 0.007 -0.100 -0.189 0.416
P 3.27391 -0.52559 -2.28953 0.043 0.184 0.219 -0.329
C 2.55447 1.13000 -2.57550 -0.165 -0.293 -0.053 -1.920
P 0.77723 1.09205 -2.18493 0.026 0.102 0.194 -0.054
O 0.50796 0.30406 -0.94278 0.065 -0.068 -0.093 1.037
C -0.13448 0.45507 -3.58039 -0.102 0.024 -0.052 0.775
C -0.87675 -0.70966 -3.40394 0.094 -0.059 -0.025 0.008
C -1.63301 -1.19896 -4.46297 0.014 0.007 -0.026 -0.856
C -1.64809 -0.52493 -5.67688 -0.012 -0.016 0.026 -0.537
C -0.90757 0.64217 -5.84810 0.029 0.000 0.003 -0.800
C -0.15384 1.13818 -4.79751 -0.014 -0.035 0.011 -0.597
C 0.26326 2.80034 -1.96066 -0.018 0.065 0.053 0.455
C 1.07230 3.90409 -2.20998 -0.042 -0.001 -0.013 -0.340
C 0.60186 5.18438 -1.93906 -0.003 0.004 -0.007 -0.806
C -0.67397 5.36003 -1.42345 0.016 -0.016 -0.008 -0.601
C -1.49003 4.25904 -1.17793 0.018 -0.015 -0.010 -0.585
C -1.02457 2.98228 -1.44597 0.057 0.012 0.003 -0.592
C 5.04614 -0.36729 -2.52515 0.083 -0.017 0.005 0.779
C 5.67444 0.80301 -2.93868 -0.012 -0.035 0.002 -0.430
C 7.05605 0.83257 -3.08462 0.015 0.021 -0.012 -0.742
C 7.80631 -0.30428 -2.82238 -0.007 0.007 0.000 -0.556
C 7.18130 -1.47894 -2.41549 -0.019 -0.006 -0.001 -0.658
C 5.80454 -1.51347 -2.26722 0.014 0.087 0.004 -0.587
C 2.69105 -1.60139 -3.59596 0.006 -0.059 -0.033 1.000
C 2.43169 -1.13656 -4.88672 0.025 -0.006 0.023 -0.235
C 1.99666 -2.01611 -5.86259 -0.002 0.002 -0.012 -0.559
C 1.82814 -3.36314 -5.55748 -0.008 -0.017 -0.005 -0.694
C 2.11161 -3.83377 -4.28381 0.025 0.017 -0.001 -0.748
C 2.55712 -2.95602 -3.30442 -0.097 0.002 -0.007 -0.505
H 2.75020 1.50503 -3.58229 -0.029 0.032 0.063 0.936
H 3.01390 1.78354 -1.83287 0.114 0.081 -0.001 0.889
H -0.84173 -1.23380 -2.45204 -0.042 0.039 -0.088 0.168
H -2.21047 -2.10736 -4.33649 0.046 0.049 -0.002 0.511
H -2.24730 -0.90467 -6.49725 0.058 0.016 0.055 0.427
H -0.92591 1.16294 -6.79814 -0.008 -0.017 0.056 0.428
H 0.41404 2.05766 -4.91956 -0.071 -0.047 -0.011 0.432
H 2.06981 3.77937 -2.61811 -0.058 0.018 0.053 0.413
H 1.23451 6.04331 -2.12854 -0.039 -0.047 -0.003 0.431
H -1.03716 6.36030 -1.21745 0.008 -0.053 -0.010 0.503
H -2.48778 4.40264 -0.77860 0.058 -0.014 -0.027 0.416
H -1.64849 2.11353 -1.25462 0.027 0.069 0.018 0.378
H 5.09677 1.69664 -3.14935 0.059 -0.043 0.021 0.335
H 7.54606 1.74478 -3.40443 -0.033 -0.056 0.021 0.420
H 8.88355 -0.27652 -2.93657 -0.060 -0.009 0.001 0.394
H 7.76936 -2.36772 -2.21766 -0.041 0.062 -0.008 0.431
H 5.31059 -2.42536 -1.94579 0.050 0.039 0.003 0.340
H 2.56663 -0.09062 -5.13883 -0.032 -0.045 0.005 0.282
H 1.78461 -1.65234 -6.86091 0.010 -0.021 0.049 0.462
H 1.47944 -4.04791 -6.32230 0.013 0.043 0.056 0.413
H 1.97683 -4.88094 -4.04310 0.019 0.038 -0.022 0.489
H 2.77496 -3.31424 -2.30643 -0.087 0.002 0.031 0.349
Br 3.58028 -3.71288 0.79839 -0.111 0.045 0.008 -0.046
C 3.86389 -2.18684 1.86433 -0.239 0.238 -0.009 0.142
C 4.98648 -2.21869 2.67683 0.109 -0.021 0.046 -0.748
C 5.24467 -1.14387 3.50307 0.105 -0.044 0.054 -0.244
C 4.38126 -0.06438 3.46852 0.009 0.098 0.030 -1.085
C 3.29657 -0.11383 2.61973 0.015 -0.204 -0.209 -0.510
N 3.00311 -1.16175 1.82326 0.157 -0.159 0.220 0.481
H 5.63401 -3.08312 2.65147 -0.035 0.021 0.015 0.467
H 6.10728 -1.15059 4.15944 -0.052 -0.007 -0.058 0.414
H 4.53601 0.81008 4.08743 -0.005 -0.052 -0.056 0.469
H 2.63205 0.73036 2.57162 -0.101 0.013 0.001 0.538
```
Forces are in eV/Å.

One value per record, in order, for electronic energy: -8070.58088 -8732.25946 hartree.
One value per record, in order, for ΔE to the lowest compared entry with this formula, charge and spin: 13.2 0.0 kcal/mol.